# 1
A structure of composition C19H70IN30O15Si in a non-equilibrium geometry. Source: the OMol25 dataset; level of theory: ωB97M-V with the def2-TZVPD basis set.

Structure (XYZ):
```
136
Properties=species:S:1:pos:R:3:forces:R:3
C 0.650 4.001 3.084 -0.075 0.175 0.005
Si 1.371 3.240 4.673 -0.539 -1.428 -0.006
C 0.938 4.304 6.202 0.731 0.560 -0.582
C 3.287 3.116 4.635 -0.739 0.049 0.470
C 0.767 1.444 4.778 0.914 0.784 -0.324
I -1.189 1.326 5.734 -0.032 -0.036 0.044
H -0.297 4.529 3.280 0.285 0.016 0.013
H 0.396 3.207 2.368 0.212 0.033 0.241
H 1.345 4.688 2.578 -0.205 -0.019 0.169
H 1.726 4.122 6.948 -0.388 -0.108 0.047
H 1.038 5.370 5.926 -0.241 -0.233 0.177
H -0.059 4.112 6.608 0.203 0.008 -0.009
H 3.581 2.451 5.465 -0.046 0.124 -0.232
H 3.665 2.693 3.703 0.140 0.247 0.065
H 3.717 4.099 4.871 0.142 -0.185 -0.372
H 1.513 0.958 5.438 -0.753 0.019 0.358
C 7.164 1.333 3.797 -0.122 0.175 -0.149
O 6.734 2.302 3.182 0.151 -0.122 0.080
N 7.121 0.070 3.293 0.519 0.223 -0.306
N 7.725 1.440 5.036 0.068 -0.082 0.046
H 7.463 -0.736 3.777 -0.280 -0.063 0.176
H 6.710 -0.045 2.389 -0.227 -0.056 0.042
H 7.772 2.355 5.436 -0.096 0.047 0.028
H 8.088 0.661 5.558 0.097 0.091 0.072
C -3.621 5.213 4.552 -0.040 -0.083 -0.271
O -4.145 6.175 3.997 0.084 -0.096 0.216
N -3.560 3.977 3.993 -0.309 0.040 -0.207
N -3.047 5.307 5.789 0.005 0.112 0.331
H -3.133 3.192 4.454 0.157 0.075 0.068
H -3.962 3.853 3.073 0.121 -0.070 -0.048
H -3.066 6.202 6.236 0.025 0.057 -0.020
H -2.608 4.534 6.257 0.059 -0.062 -0.133
C 10.980 0.689 6.822 -0.086 -0.356 0.076
O 9.836 0.262 6.940 0.124 0.123 -0.041
N 12.074 -0.112 6.886 -0.453 0.231 0.321
N 11.244 2.012 6.608 -0.113 0.229 -0.012
H 13.015 0.212 6.781 0.126 -0.142 -0.248
H 11.915 -1.089 7.035 0.016 -0.076 -0.038
H 10.459 2.633 6.550 -0.033 0.006 -0.035
H 12.167 2.385 6.506 0.058 -0.058 0.010
C -3.227 2.139 0.800 0.180 0.019 -0.175
O -4.115 2.911 1.167 0.010 -0.165 0.027
N -2.459 1.447 1.687 -0.299 -0.131 0.094
N -2.954 1.910 -0.510 -0.264 -0.097 -0.043
H -1.730 0.810 1.420 0.133 0.118 0.005
H -2.639 1.593 2.663 0.342 0.095 0.113
H -3.509 2.405 -1.192 0.138 0.061 -0.141
H -2.234 1.281 -0.829 0.115 0.068 0.075
C -4.520 -1.861 3.622 0.303 0.167 0.431
O -4.244 -2.625 4.536 -0.166 0.030 -0.280
N -4.058 -0.585 3.553 -0.065 -0.058 0.185
N -5.329 -2.237 2.581 -0.175 -0.204 -0.279
H -4.282 0.044 2.805 0.020 -0.013 -0.051
H -3.458 -0.257 4.294 0.095 -0.050 -0.025
H -5.690 -3.171 2.596 -0.004 -0.038 0.038
H -5.573 -1.632 1.821 0.008 0.087 0.031
C 14.485 -1.139 4.478 -0.046 -0.010 0.022
O 14.407 -0.680 5.614 0.400 -0.080 -0.185
N 15.234 -2.226 4.166 0.209 -0.140 0.155
N 13.815 -0.597 3.425 -0.231 0.293 -0.113
H 15.282 -2.600 3.235 -0.121 -0.051 -0.162
H 15.748 -2.663 4.906 0.001 0.031 0.065
H 13.243 0.206 3.606 -0.034 -0.001 0.040
H 13.869 -0.962 2.491 0.166 -0.148 0.028
C -4.930 3.735 -3.586 0.045 -0.018 0.153
O -4.009 3.157 -3.022 -0.136 -0.042 -0.155
N -5.398 3.354 -4.807 -0.137 0.001 -0.226
N -5.561 4.807 -3.032 0.027 0.133 0.158
H -6.158 3.813 -5.284 -0.066 -0.062 0.030
H -4.957 2.567 -5.240 0.093 -0.009 0.004
H -5.241 5.112 -2.131 0.010 -0.036 0.041
H -6.316 5.295 -3.473 -0.024 -0.051 -0.073
C -9.147 3.168 -5.502 0.004 0.077 0.035
O -8.404 3.911 -6.139 0.072 -0.114 0.142
N -10.286 3.608 -4.906 -0.141 0.113 0.070
N -8.891 1.841 -5.336 0.085 -0.155 -0.114
H -10.903 3.012 -4.380 -0.063 -0.149 -0.038
H -10.510 4.579 -5.004 0.041 0.053 -0.026
H -8.058 1.478 -5.757 0.064 0.001 0.028
H -9.487 1.222 -4.818 -0.072 0.079 0.037
C -1.005 -1.747 -1.377 0.202 -0.070 -0.006
O -0.676 -0.570 -1.474 -0.254 -0.003 -0.005
N -2.177 -2.126 -0.786 -0.237 0.128 0.010
N -0.241 -2.763 -1.850 0.244 0.172 0.443
H -2.470 -3.079 -0.694 0.041 -0.050 -0.001
H -2.766 -1.399 -0.424 0.001 0.016 0.058
H 0.620 -2.521 -2.299 -0.025 0.022 -0.152
H -0.502 -3.727 -1.790 -0.125 -0.020 -0.179
C 3.846 -1.833 4.143 0.051 0.232 0.190
O 5.071 -1.810 4.041 -0.365 -0.171 0.032
N 3.120 -0.873 4.768 0.471 -0.331 0.136
N 3.101 -2.857 3.627 -0.036 -0.332 -0.143
H 2.118 -0.887 4.849 -0.047 0.239 -0.232
H 3.624 -0.099 5.159 -0.040 0.127 -0.081
H 3.594 -3.590 3.158 0.037 -0.013 -0.029
H 2.102 -2.904 3.693 -0.031 0.115 -0.003
C 13.570 -3.794 0.965 -0.143 0.020 0.028
O 14.494 -3.075 1.336 -0.096 0.020 0.027
N 13.763 -5.091 0.599 0.177 -0.040 0.004
N 12.285 -3.353 0.892 0.139 0.119 0.007
H 13.027 -5.698 0.294 -0.063 0.019 0.001
H 14.699 -5.445 0.643 0.036 -0.007 0.001
H 12.108 -2.403 1.156 -0.078 0.024 0.036
H 11.517 -3.922 0.594 -0.018 -0.037 0.003
C -2.153 -2.766 -5.177 0.083 -0.052 -0.095
O -1.263 -3.381 -4.603 -0.168 -0.012 -0.154
N -2.637 -3.131 -6.396 0.245 -0.145 -0.078
N -2.729 -1.655 -4.626 0.005 0.045 0.277
H -3.364 -2.631 -6.874 -0.031 0.033 -0.012
H -2.239 -3.951 -6.843 -0.275 0.157 0.185
H -2.391 -1.355 -3.729 0.031 0.071 -0.024
H -3.456 -1.130 -5.069 -0.015 0.013 -0.065
C -13.647 1.252 -3.657 0.121 0.033 0.015
O -12.438 1.320 -3.838 -0.015 0.093 -0.044
N -14.336 2.204 -2.967 0.048 0.121 0.013
N -14.396 0.218 -4.132 0.036 -0.116 -0.088
H -15.323 2.169 -2.805 -0.032 -0.038 -0.004
H -13.812 2.976 -2.602 0.020 0.013 0.044
H -13.916 -0.497 -4.643 0.030 -0.022 -0.012
H -15.384 0.139 -3.997 -0.030 0.030 0.039
C -3.249 -6.453 -7.976 -0.053 0.238 0.172
O -2.365 -5.717 -7.567 0.135 -0.399 -0.274
N -3.001 -7.725 -8.407 0.145 -0.119 -0.096
N -4.550 -6.053 -8.032 -0.101 0.130 -0.044
H -3.709 -8.346 -8.744 -0.066 0.001 0.035
H -2.051 -8.042 -8.374 0.035 0.010 0.028
H -4.759 -5.117 -7.721 0.001 0.067 -0.149
H -5.297 -6.630 -8.366 -0.008 -0.090 0.049
C -5.393 -2.910 -9.977 0.095 -0.025 0.056
O -5.152 -3.061 -8.788 -0.072 0.062 0.060
N -5.085 -3.860 -10.905 0.001 -0.197 -0.012
N -5.985 -1.783 -10.466 -0.068 0.083 0.078
H -5.268 -3.762 -11.884 -0.005 0.061 -0.027
H -4.643 -4.697 -10.572 0.058 0.013 0.057
H -6.221 -1.067 -9.806 0.007 0.029 0.025
H -6.190 -1.637 -11.434 0.027 -0.023 -0.043
```
Positions in Å, forces in eV/Å.

Output
**Total charge**: -1
**Spin multiplicity**: 1
**Highest occupied orbital energy**: -2.869 eV
**Max |F|**: 1.527 eV/Å
**Orbital gap**: 0.1453 Eh

# 2
A cluster of 11 separate species, C44H74N6O10S5 in total in a non-equilibrium geometry. Source: the OMol25 dataset; level of theory: ωB97M-V with the def2-TZVPD basis set.

Structure (XYZ):
```
139
Properties=species:S:1:pos:R:3:forces:R:3
C 28.450 -6.998 4.387 -0.244 0.835 0.427
C 27.453 -7.457 5.450 0.279 -0.305 -0.005
C 26.197 -8.089 4.859 -0.200 -0.159 -0.243
C 25.495 -7.181 3.949 -0.037 -0.056 -0.043
N 25.003 -6.469 3.195 -0.020 0.012 -0.003
H 29.162 -6.306 4.842 0.230 -0.307 0.033
H 27.952 -6.375 3.639 -0.021 -0.328 -0.220
H 28.984 -7.830 3.935 -0.034 0.005 -0.171
H 27.178 -6.636 6.111 -0.015 0.044 -0.040
H 27.932 -8.227 6.059 -0.067 0.108 0.160
H 25.499 -8.454 5.612 -0.016 0.156 0.064
H 26.465 -8.968 4.268 0.070 0.024 0.035
C 20.916 -7.135 5.105 -0.270 0.019 -0.227
C 20.416 -5.774 4.628 -0.151 -0.028 0.466
C 20.602 -5.624 3.124 0.050 0.143 -0.206
C 19.963 -4.435 2.566 -0.005 -0.084 0.033
N 19.488 -3.498 2.099 -0.101 0.053 -0.026
H 20.624 -7.303 6.141 0.235 0.034 0.077
H 21.997 -7.223 4.982 0.028 -0.039 0.133
H 20.456 -7.942 4.526 0.017 0.043 -0.036
H 20.917 -4.980 5.186 0.150 0.069 -0.236
H 19.355 -5.665 4.873 -0.008 -0.120 -0.142
H 20.186 -6.500 2.619 -0.060 0.065 -0.062
H 21.649 -5.551 2.820 0.076 -0.116 0.250
C 23.521 -11.196 0.580 -0.540 0.483 -0.032
C 24.719 -10.275 0.840 0.693 -0.362 -0.709
C 25.356 -10.726 2.127 -0.089 -0.081 0.911
S 23.922 -10.870 3.228 -0.246 -0.512 -1.283
O 23.461 -9.531 3.542 0.145 0.003 0.228
O 24.101 -11.850 4.261 0.289 0.222 0.376
C 22.871 -11.555 1.917 0.243 -0.075 0.467
H 23.792 -12.130 0.090 0.356 0.136 -0.072
H 22.843 -10.670 -0.095 -0.198 -0.123 0.137
H 24.452 -9.223 0.910 -0.258 -0.042 0.024
H 25.407 -10.361 -0.004 0.101 0.119 0.123
H 26.066 -10.035 2.576 0.006 0.059 -0.107
H 25.798 -11.723 2.089 -0.013 0.003 -0.112
H 21.866 -11.182 2.088 -0.054 -0.100 -0.076
H 22.908 -12.624 2.111 -0.264 -0.024 0.025
C 13.951 -10.827 -0.480 0.416 -0.486 -0.413
C 13.821 -9.409 0.051 -0.557 0.387 0.173
C 15.239 -8.888 0.204 0.291 -0.496 -0.034
S 16.171 -10.263 0.898 -0.284 -0.031 -0.990
O 16.288 -10.234 2.325 0.027 0.048 0.594
O 17.369 -10.452 0.104 0.144 -0.010 0.106
C 14.955 -11.517 0.429 0.370 -0.163 0.702
H 14.366 -10.814 -1.493 -0.063 0.124 0.006
H 13.039 -11.420 -0.526 -0.203 0.272 0.098
H 13.275 -9.411 0.999 0.161 0.029 0.065
H 13.273 -8.738 -0.613 -0.020 -0.170 -0.101
H 15.373 -7.968 0.764 0.090 -0.033 0.075
H 15.693 -8.843 -0.787 -0.044 0.478 0.018
H 14.535 -11.819 1.392 -0.230 -0.014 -0.123
H 15.496 -12.363 0.011 -0.026 0.056 -0.173
C 17.550 -13.978 2.565 -0.280 -0.747 0.106
C 17.132 -13.253 3.847 -0.616 0.328 0.295
C 18.391 -13.061 4.677 0.405 -0.020 -0.331
S 19.667 -12.672 3.471 0.030 -0.717 -0.500
O 20.829 -13.503 3.678 -0.045 0.102 0.091
O 19.826 -11.246 3.355 0.183 0.432 0.162
C 18.754 -13.238 2.019 -0.311 1.033 -0.019
H 16.730 -14.028 1.848 0.054 0.188 -0.058
H 17.766 -15.022 2.818 0.264 0.080 -0.077
H 16.387 -13.810 4.419 0.119 -0.197 -0.077
H 16.644 -12.300 3.624 0.312 0.097 -0.129
H 18.704 -14.004 5.124 0.034 0.082 0.170
H 18.404 -12.244 5.394 -0.209 -0.058 0.094
H 19.406 -13.695 1.281 0.070 -0.423 0.285
H 18.411 -12.294 1.583 -0.010 -0.035 -0.066
C 19.181 -4.135 -2.506 0.338 -0.088 -0.671
C 19.161 -3.608 -1.080 0.906 0.047 0.519
C 17.760 -3.719 -0.556 -1.137 0.799 0.185
S 17.146 -5.269 -1.186 0.241 0.484 -0.468
O 15.845 -5.111 -1.783 -0.168 -0.079 0.150
O 17.359 -6.302 -0.199 -0.211 -0.256 0.147
C 18.392 -5.437 -2.475 0.152 -0.780 0.158
H 20.198 -4.364 -2.835 0.024 0.056 0.138
H 18.809 -3.434 -3.255 -0.347 0.061 0.249
H 19.580 -2.612 -0.939 -0.247 0.130 -0.286
H 19.821 -4.232 -0.469 -0.197 -0.166 -0.001
H 17.087 -2.945 -0.944 0.168 -0.122 -0.390
H 17.634 -3.628 0.521 0.365 -0.486 0.086
H 17.927 -5.808 -3.385 -0.154 0.393 -0.088
H 19.031 -6.255 -2.130 0.054 0.133 0.092
C 22.513 -3.508 -0.243 -0.012 -0.107 -0.078
C 24.024 -3.799 -0.178 -0.517 -0.234 -0.325
C 24.493 -3.622 1.253 0.394 0.257 0.092
S 23.383 -2.391 1.977 -0.137 -0.746 -0.451
O 24.085 -1.152 2.165 -0.023 0.232 0.254
O 22.674 -3.044 3.047 0.061 0.262 0.285
C 22.264 -2.259 0.566 0.049 1.065 0.183
H 21.908 -4.298 0.207 0.244 -0.228 -0.071
H 22.240 -3.417 -1.295 -0.279 0.124 0.096
H 24.517 -3.085 -0.841 0.116 0.006 0.089
H 24.204 -4.796 -0.586 0.184 -0.024 0.183
H 25.503 -3.218 1.299 -0.032 0.051 0.106
H 24.446 -4.506 1.886 -0.187 -0.078 -0.136
H 22.521 -1.313 0.080 0.255 -0.232 -0.227
H 21.257 -2.116 0.957 -0.028 -0.390 0.109
N 25.998 -7.236 -2.075 -0.028 0.200 -0.034
C 24.740 -7.744 -1.969 -0.092 -0.325 0.186
C 24.738 -8.976 -2.573 -0.333 0.105 0.292
C 26.052 -9.226 -3.047 -0.126 0.011 -0.066
C 26.800 -8.117 -2.748 0.146 0.193 0.009
H 26.244 -6.306 -1.788 0.193 -0.081 0.014
H 23.989 -7.272 -1.357 -0.113 0.129 -0.227
H 23.861 -9.600 -2.640 0.131 -0.172 -0.004
H 26.386 -10.130 -3.526 0.098 0.101 -0.143
H 27.811 -7.837 -2.990 0.061 -0.180 0.037
N 17.022 -6.437 2.720 0.394 -0.101 0.067
C 16.197 -5.590 3.396 -0.126 0.205 0.332
C 16.092 -6.033 4.693 0.090 -0.098 -0.128
C 16.916 -7.186 4.797 -0.218 -0.207 0.218
C 17.470 -7.413 3.572 0.208 0.215 -0.171
H 17.363 -6.275 1.783 -0.094 -0.164 -0.074
H 15.792 -4.707 2.931 -0.065 -0.077 -0.080
H 15.493 -5.600 5.477 0.000 0.090 -0.029
H 17.069 -7.820 5.656 -0.037 0.091 0.076
H 18.186 -8.161 3.274 -0.119 -0.046 -0.189
N 21.440 -8.621 1.649 0.243 -0.514 -0.128
C 20.196 -8.811 1.108 0.195 0.373 0.562
C 20.046 -7.878 0.115 -0.077 -0.236 -0.245
C 21.259 -7.141 0.025 -0.099 -0.192 -0.232
C 22.117 -7.665 0.964 -0.061 0.452 -0.161
H 21.853 -9.162 2.396 -0.047 0.205 0.143
H 19.527 -9.525 1.559 -0.085 -0.053 -0.207
H 19.174 -7.786 -0.505 -0.078 0.129 0.100
H 21.458 -6.336 -0.665 0.133 -0.064 -0.038
H 23.147 -7.425 1.173 -0.061 0.082 0.276
N 17.539 -9.766 -3.466 0.301 0.103 -0.176
C 16.775 -10.012 -4.567 -0.313 -0.138 0.259
C 15.807 -9.042 -4.624 -0.222 -0.615 0.235
C 16.004 -8.181 -3.512 -0.203 0.406 -0.056
C 17.110 -8.625 -2.834 0.385 -0.741 -0.221
H 18.259 -10.373 -3.116 0.091 0.147 -0.038
H 16.908 -10.901 -5.159 0.074 0.022 -0.045
H 14.946 -9.104 -5.270 0.114 0.366 -0.185
H 15.370 -7.349 -3.250 0.201 0.140 0.037
H 17.716 -8.292 -2.009 -0.461 0.242 0.243
```
Positions in Å, forces in eV/Å.

Output
**Spin multiplicity**: 1
**Highest occupied orbital energy**: -7.656 eV
**Relative energy (zero: lowest compared OMol25 entry of this formula, charge and spin)**: 0.0 kcal per mole
**Max |F|**: 1.403 eV/Å
**Orbital gap**: 0.2925 Eh